Density functional theory data (ωB97M-V/def2-TZVPD) for a 2-piece molecular cluster, C12H16IN6O3 overall.

Total charge   +1
DFT total energy   -35876.8926 eV
Orbital gap   8.09 eV
HOMO level   -11.84 eV
F_max   2.3 eV Å⁻¹
Energy relative to the best compared isomer or geometry (same formula, charge and spin)   5.7 kcal/mol

Positions of all 38 atoms, in Å:
1 C 1.646 -1.910 1.662
2 C 2.539 -1.094 0.719
3 N 2.100 -1.152 -0.703
4 N 1.613 0.073 -1.174
5 C 0.462 0.339 -1.779
6 C -0.597 -0.655 -2.091
7 O -0.890 -1.453 -0.937
8 C -2.049 -1.034 -0.262
9 C -1.947 0.039 0.601
10 C -3.075 0.456 1.288
11 C -4.269 -0.215 1.095
12 C -4.362 -1.287 0.230
13 C -3.236 -1.692 -0.468
14 N 0.347 1.620 -2.088
15 C 1.491 2.213 -1.694
16 N 1.813 3.488 -1.834
17 I 0.509 4.808 -2.679
18 N 2.267 1.259 -1.140
19 N 3.541 1.510 -0.610
20 C 4.481 1.005 -1.265
21 O 5.320 0.468 -1.794
22 H 1.612 -1.395 2.619
23 H 2.052 -2.893 1.871
24 H 0.616 -1.996 1.318
25 H 2.614 -0.080 1.099
26 H 3.536 -1.523 0.753
27 H 1.281 -1.758 -0.723
28 H -1.481 -0.088 -2.361
29 H -0.302 -1.341 -2.883
30 H -0.995 0.528 0.752
31 H -2.976 1.286 1.965
32 H -5.142 0.097 1.651
33 H -5.284 -1.824 0.072
34 H -3.243 -2.508 -1.176
35 H 2.702 3.832 -1.514
36 O -1.211 1.092 3.629
37 H -1.025 0.187 3.901
38 H -0.456 1.596 3.950

Atomic partial charges in e from the Mulliken method, atoms 1 to 5: -1.058, -0.204, -0.914, 0.825, 0.426

Density functional theory data (ωB97M-V/def2-TZVPD) for one molecule with the formula C23H22N2O7S.

DFT total energy   -52337.5103 eV
Orbital gap   6.98 eV
HOMO level   -7.65 eV
F_max   14.9 eV Å⁻¹
Energy relative to the best compared isomer or geometry (same formula, charge and spin)   451.9 kcal/mol

Positions of all 55 atoms, in Å:
1 C -1.531 -3.493 0.240
2 O -0.995 -3.516 1.470
3 C -0.130 -2.336 1.801
4 C 0.452 -2.279 3.200
5 C 1.327 -1.287 3.534
6 C 1.501 -0.121 2.737
7 O 2.611 0.615 3.239
8 C 3.594 1.299 2.201
9 C 1.100 -0.236 1.375
10 N 1.353 0.837 0.346
11 C 2.268 0.397 -0.837
12 C 1.331 -0.399 -1.788
13 O 1.573 -1.827 -1.960
14 N 0.442 0.186 -2.414
15 C -1.008 -0.245 -2.989
16 C -1.792 0.615 -3.361
17 C -2.921 0.212 -3.974
18 C -3.119 -0.974 -4.640
19 C -2.071 -1.916 -4.068
20 C -0.809 -1.495 -3.486
21 O -2.094 -3.166 -4.781
22 C -3.494 -2.986 -5.693
23 O -3.972 -1.585 -5.459
24 S 0.098 1.874 0.361
25 O -1.088 1.001 0.186
26 O 0.403 2.678 -0.670
27 C 0.426 2.644 1.890
28 C -0.438 2.106 3.182
29 C -0.195 2.624 4.295
30 C 0.578 3.795 4.484
31 C 1.605 4.121 3.209
32 C 1.158 3.653 1.931
33 C 0.380 -1.227 0.815
34 H -2.107 -2.674 -0.166
35 H -0.731 -3.527 -0.512
36 H -2.201 -4.357 0.153
37 H 0.011 -2.992 3.837
38 H 1.600 -1.359 4.704
39 H 3.124 1.782 1.625
40 H 4.321 1.662 2.972
41 H 3.947 0.404 1.933
42 H 3.018 -0.227 -0.537
43 H 2.430 1.448 -1.310
44 H 0.242 1.137 -2.066
45 H -1.685 1.593 -3.039
46 H -3.667 0.967 -4.234
47 H -0.048 -2.126 -3.348
48 H -3.404 -3.105 -6.761
49 H -4.089 -3.785 -5.144
50 H -0.967 1.181 2.867
51 H -0.752 2.364 5.072
52 H 0.791 4.328 5.404
53 H 2.062 4.978 3.356
54 H 1.656 4.237 1.021
55 H -0.097 -1.498 -0.204

Atomic partial charges in e from the Mulliken method, atoms 1 to 5: -0.764, -0.407, -0.217, -0.733, -0.571

Density functional theory data (ωB97M-V/def2-TZVPD) for C23H52CeO3P4S as an isolated structure.

Total charge   +3
DFT total energy   -91730.7573 eV
Orbital gap (spin up / spin down)   3.05 / 3.05 eV
Spin multiplicity   2
HOMO level (spin up / spin down)   -14.03 / -14.03 eV
F_max   4.1 eV Å⁻¹

Positions of all 84 atoms, in Å:
1 Ce 0.313 -0.225 0.220
2 P -1.998 1.439 1.110
3 P -1.842 -1.793 -1.277
4 P -0.358 1.536 -1.952
5 H 3.007 -0.485 -0.074
6 C 2.595 0.472 -0.454
7 C 2.226 1.461 0.442
8 H 2.441 1.343 1.511
9 C -2.339 1.131 2.883
10 C -3.716 1.436 0.472
11 C -1.671 3.240 1.184
12 C -0.818 -2.893 -2.340
13 C -2.972 -3.056 -0.584
14 C -3.022 -1.143 -2.526
15 C 0.676 3.040 -2.068
16 C -1.903 2.279 -2.568
17 C 0.172 0.615 -3.447
18 H 2.724 0.632 -1.532
19 H 1.876 2.450 0.146
20 H -1.401 1.002 3.439
21 H -2.947 0.226 3.012
22 H -2.891 1.986 3.295
23 H -4.132 0.422 0.535
24 H -3.748 1.762 -0.574
25 H -4.325 2.116 1.084
26 H -0.710 3.420 1.685
27 H -2.476 3.716 1.764
28 H -1.630 3.685 0.184
29 H -1.499 -3.537 -2.912
30 H -0.162 -3.506 -1.708
31 H -0.192 -2.305 -3.023
32 H -3.388 -3.642 -1.418
33 H -3.789 -2.567 -0.039
34 H -2.450 -3.713 0.120
35 H -3.586 -2.000 -2.922
36 H -2.515 -0.628 -3.348
37 H -3.717 -0.443 -2.042
38 H 0.530 3.487 -3.059
39 H 1.737 2.808 -1.939
40 H 0.388 3.762 -1.296
41 H -1.666 2.775 -3.516
42 H -2.288 3.023 -1.864
43 H -2.677 1.525 -2.736
44 H 0.234 1.329 -4.278
45 H -0.523 -0.186 -3.713
46 H 1.159 0.158 -3.306
47 C 4.822 2.067 -4.643
48 C 5.406 1.380 -5.727
49 C 6.795 1.344 -5.853
50 C 7.610 2.044 -4.958
51 C 7.027 2.824 -3.947
52 C 5.641 2.866 -3.821
53 S 3.127 2.027 -4.270
54 H 2.669 0.792 -4.565
55 H 4.760 0.865 -6.439
56 H 7.265 0.747 -6.646
57 H 8.703 1.991 -5.033
58 H 7.646 3.385 -3.241
59 H 5.170 3.486 -3.057
60 C -4.423 -3.685 3.239
61 C -3.172 -2.864 3.095
62 O -2.173 -3.836 2.613
63 P -0.599 -3.583 2.381
64 O -0.045 -3.159 3.817
65 C -0.593 -3.413 5.148
66 C -0.683 -2.071 5.819
67 O 0.773 -0.424 2.222
68 C 1.673 -0.534 3.336
69 C 1.413 0.529 4.384
70 H -4.725 -4.113 2.273
71 H -5.248 -3.059 3.603
72 H -4.253 -4.504 3.948
73 H -3.283 -2.066 2.348
74 H -2.846 -2.428 4.051
75 H -1.562 -3.923 5.086
76 H 0.133 -4.055 5.646
77 H -1.226 -1.366 5.169
78 H -1.207 -2.130 6.782
79 H 0.325 -1.669 6.012
80 H 1.542 -1.541 3.754
81 H 2.700 -0.447 2.939
82 H 0.405 0.440 4.809
83 H 2.153 0.391 5.181
84 H 1.554 1.540 3.975

Atomic partial charges in e from the Mulliken method, atoms 1 to 5: 0.211, 0.879, 0.861, 1.394, 0.482

Density functional theory data (ωB97M-V/def2-TZVPD) for one molecule with the formula C13H24N2O3S.

DFT total energy   -33828.9146 eV
Orbital gap   9.93 eV
HOMO level   -9.37 eV
F_max   0.9 eV Å⁻¹
Energy relative to the best compared isomer or geometry (same formula, charge and spin)   0.0 kcal/mol

Positions of all 43 atoms, in Å:
1 C -5.007 -2.226 -0.020
2 C -3.503 -1.994 -0.074
3 C -3.141 -0.839 -0.987
4 S -3.482 0.796 -0.227
5 O -3.876 1.675 -1.291
6 O -4.368 0.632 0.889
7 N -2.074 1.415 0.389
8 C -1.525 0.839 1.589
9 C -0.390 -0.141 1.294
10 C 0.685 0.529 0.432
11 C 1.712 -0.517 0.001
12 O 1.377 -1.652 -0.292
13 N 2.994 -0.121 -0.083
14 C 3.556 1.179 0.232
15 C 5.008 1.079 -0.238
16 C 5.325 -0.403 -0.051
17 C 4.025 -1.069 -0.482
18 C 0.049 1.106 -0.842
19 C -1.119 2.032 -0.493
20 H -5.395 -2.454 -1.011
21 H -5.237 -3.059 0.640
22 H -5.500 -1.334 0.355
23 H -3.138 -1.781 0.932
24 H -3.001 -2.899 -0.431
25 H -3.734 -0.839 -1.898
26 H -2.087 -0.835 -1.247
27 H -1.148 1.656 2.218
28 H -2.351 0.357 2.111
29 H 0.051 -0.480 2.233
30 H -0.760 -1.020 0.765
31 H 1.155 1.332 1.004
32 H 3.515 1.361 1.313
33 H 3.017 1.981 -0.278
34 H 5.076 1.343 -1.294
35 H 5.668 1.732 0.328
36 H 5.527 -0.613 1.000
37 H 6.175 -0.731 -0.644
38 H 3.990 -1.215 -1.568
39 H 3.840 -2.033 -0.005
40 H -0.295 0.279 -1.466
41 H 0.791 1.666 -1.415
42 H -0.734 2.934 -0.001
43 H -1.669 2.330 -1.387

Atomic partial charges in e from the Mulliken method, atoms 1 to 5: -1.391, -0.344, -0.579, 1.372, -0.777

- Which of these has the lowest F_max?
  C13H24N2O3S